# 1
{
  "formula": "C54H49F8N3",
  "method": "ωB97M-V with the def2-TZVPD basis set",
  "symbols": ["C", "C", "H", "H", "H", "C", "H", "C", "C", "F", "C", "C", "C", "C", "H", "H", "H", "C", "C", "H", "C", "H", "H", "H", "C", "C", "C", "C", "H", "H", "C", "C", "C", "H", "C", "C", "C", "H", "C", "C", "H", "C", "H", "C", "H", "N", "H", "H", "F", "H", "C", "C", "C", "H", "C", "H", "H", "H", "H", "H", "C", "H", "H", "C", "C", "H", "H", "H", "F", "C", "F", "C", "F", "C", "H", "H", "H", "C", "C", "N", "C", "H", "F", "H", "F", "H", "H", "C", "C", "C", "H", "C", "H", "C", "C", "H", "C", "C", "C", "C", "C", "C", "N", "H", "H", "C", "C", "H", "H", "H", "H", "H", "C", "F"],
  "xyz": [[-1.6506, 3.9043, 1.8006], [1.9813, -3.1411, -1.3057], [2.5745, 4.3760, 0.7158], [-0.3053, 2.1748, 3.3115], [1.8350, -5.2249, -0.6920], [-3.7470, 0.4601, -3.8300], [-1.5448, 3.8477, 2.8840], [1.1903, -3.5185, 2.0341], [2.7104, 1.1731, 4.5926], [0.0490, -4.1196, 1.6185], [-0.6115, 0.3131, -3.5988], [1.2325, -2.0383, -1.7712], [-1.7518, -1.9265, 0.1653], [-2.5394, -0.7527, 2.7153], [4.4840, -1.6713, 3.2559], [-0.7736, -3.6978, 0.2236], [3.3368, -1.0793, 1.0363], [-0.8246, -3.4007, -1.7833], [-3.3766, 3.0443, -3.0665], [-0.9487, 1.0088, 0.3589], [-4.0169, -1.8340, -3.5650], [4.3027, 4.5640, -1.2590], [-1.5867, 4.1501, -3.3232], [-5.1541, 2.0437, -2.4888], [-4.1662, 2.3400, -2.1685], [-2.7246, 0.4056, -2.9042], [2.4353, 0.3764, 2.3608], [2.9705, 3.5417, 0.1560], [-1.5708, -0.8127, -1.4600], [-1.7060, 2.2445, -3.6300], [-2.3715, 2.4787, -0.4855], [-0.7835, 1.7332, -3.3979], [-1.2881, -2.2844, 4.0668], [2.8496, 0.1929, 0.4310], [-2.3941, -0.7791, -2.1583], [3.8690, 3.6392, -0.9082], [0.1900, 2.5106, -2.7657], [-2.7027, 3.7957, 1.5371], [-1.6800, 3.2424, -1.3962], [-2.4977, -1.7729, 3.6783], [-1.1106, -0.2166, -0.8768], [2.9555, -3.0408, 3.7266], [-1.8874, -3.4260, -1.9733], [-0.0851, -1.8336, 3.5435], [-1.9225, 2.2447, 0.4684], [-2.6282, -1.2960, -0.3119], [-3.4904, -0.3631, 2.3831], [-1.2113, -3.1190, 4.7478], [0.8748, 2.3255, 5.6356], [2.8866, -0.0540, 1.4790], [-0.4326, 0.5378, -0.4777], [-3.6425, 2.0633, -0.8912], [3.1140, 1.1492, 0.0045], [4.5495, 0.3430, -1.2843], [0.6105, -0.2690, -3.3475], [0.1446, 3.5643, -2.5332], [-1.2848, -0.3363, -4.1386], [0.6552, 0.8978, 1.3071], [0.9048, -1.2991, -3.4842], [1.8556, -1.1574, -1.8187], [1.3778, 1.8483, -2.4130], [1.3379, -4.3985, 3.9948], [1.4465, -2.2522, 0.2882], [1.4182, 1.7135, 4.5271], [4.4049, 2.4903, -1.4728], [-0.1507, 1.2524, -1.2510], [-0.8452, -2.8918, 1.8006], [0.2880, -2.2765, 0.5313], [-3.5971, -2.2559, 4.2927], [-0.1638, -0.7641, 2.6638], [-0.9139, -1.0653, -2.3032], [2.9869, -1.8614, 1.6938], [2.7643, -0.1420, -2.4168], [0.6646, 1.7057, 3.3859], [-0.6853, 3.5434, -1.1023], [4.1897, 0.0676, 3.5409], [-1.3399, 4.9194, 1.5531], [-3.0510, -1.9286, -2.5397], [-0.7388, 3.0143, 1.0765], [0.0378, 2.3666, 0.4471], [-0.1572, -2.1621, -2.0188], [3.4579, -3.3437, 4.6334], [-4.4909, -2.9699, -4.0354], [-0.5554, -5.4270, -1.2339], [5.4012, 2.5578, -2.3789], [-1.3618, 0.6238, 1.5412], [0.8830, -2.2008, 3.8504], [3.5898, -2.1604, 2.8988], [1.2964, -4.3650, -1.0622], [-1.3871, -0.2073, 2.2304], [-2.1668, 1.3251, -2.8059], [0.6889, -0.1779, 0.1315], [-4.0145, 1.3628, -4.3591], [-4.4436, -0.6725, -4.1731], [-0.6776, -2.7397, 0.7343], [3.2610, 1.2876, 5.5146], [1.1794, 1.0219, 2.2431], [-2.1975, 3.5914, -2.6294], [-0.0449, -4.4842, -1.3640], [1.7689, -3.7067, 3.2863], [1.8792, -2.5991, 1.2149], [3.2025, 0.5034, 3.4973], [1.5928, -0.6984, 0.6209], [-3.7366, 3.3167, -4.0476], [1.7927, 2.0516, 1.2700], [1.6120, 0.4934, -2.7077], [4.0507, 1.2464, -0.9659], [-2.9009, -2.8720, -2.0357], [3.0531, -3.0739, -1.1910], [-5.2377, -0.6060, -4.9021], [0.7463, -0.3663, 2.2398], [2.1993, 2.4151, -2.0005], [2.5212, 2.3077, 0.5149], [-4.3841, 1.4209, 0.0493]],
  "atomic_forces_ev_per_a": [[0.3605, 0.9133, 0.5248], [-2.3671, -1.3867, -1.2833], [0.1137, 0.4535, -0.3541], [0.0437, -0.1079, 0.4181], [0.0758, -0.0547, 0.0204], [0.3465, -0.8369, -0.1844], [0.1216, -0.3146, -0.0324], [4.0533, 0.2541, 0.3480], [-0.9772, 0.5193, 0.9987], [6.1440, -7.0792, 4.7528], [3.7321, 4.2531, -4.7787], [0.2848, -1.9277, 1.0072], [-2.6380, 1.1429, 0.2208], [-1.5945, -0.1052, 0.9394], [0.0519, -0.2291, -0.3177], [-0.8484, 1.5818, 0.1198], [1.6761, -2.4351, -0.0796], [2.1584, 0.9830, -2.0282], [-1.2895, 2.3124, 1.2211], [0.0737, -1.4173, -1.9715], [1.2708, 0.4065, 0.6828], [-0.2104, 0.3047, 0.0996], [-0.0863, 0.2663, 0.0494], [-0.0070, -0.2810, 0.4526], [-0.2342, 0.6088, 1.6152], [-2.2355, -1.0736, 1.1751], [0.2538, 2.4629, 1.9217], [-0.3524, 0.1561, -0.5180], [-8.2805, 2.3469, 3.7029], [1.5759, -0.7465, -1.4592], [-2.9728, -0.4410, -2.0131], [3.1493, -1.1279, -1.8032], [0.9108, -1.1055, 0.6543], [1.0373, 1.8217, -3.1409], [-11.7940, 4.5615, -2.5493], [1.0566, 0.1575, -0.2965], [2.5364, -2.2430, -1.5555], [0.2328, -0.2080, -0.0748], [-0.3977, 1.2444, 0.8674], [0.6074, 0.5485, -0.4836], [1.4613, 3.2268, 2.8047], [-1.0592, -1.8923, -0.8213], [1.8246, -1.2904, 0.2716], [-1.2527, 2.4850, 0.5055], [-2.3183, -0.7672, -1.1861], [0.3523, -3.2877, 6.6921], [-0.2132, -0.0806, 0.0114], [-0.4970, -0.0463, 0.3446], [0.5875, -0.4518, -0.6984], [-0.3898, 1.6571, 4.2441], [-0.2892, -2.4565, -0.0774], [-0.6013, 0.8148, 0.1768], [0.9009, 1.9190, -0.5331], [0.2878, 0.2306, -0.2333], [3.9287, 3.4469, -1.4138], [0.2386, -0.3531, -0.7668], [0.0675, 0.8338, -0.3835], [0.1960, 1.2950, 1.9688], [-0.5082, 0.6685, -1.3782], [-1.2618, -1.6275, 0.3870], [1.3735, -0.0203, -0.6071], [-0.2942, -0.1360, -0.0181], [2.0151, -1.7833, 0.6718], [0.2780, 0.4064, 0.5645], [-0.0746, -0.1878, 1.1998], [-0.1759, -0.8681, 0.6454], [-1.7847, 2.2879, -1.1395], [-2.7059, -0.5432, 0.0776], [-0.1641, 0.2419, -0.4990], [-1.3771, -1.0881, 0.1219], [15.4345, -9.5444, -6.2330], [1.3076, -3.8114, 0.1080], [1.0610, 1.0902, -1.1574], [0.6065, -0.2010, -1.7097], [-0.8353, 0.4318, -0.1017], [-0.0629, 0.3890, 0.0071], [-0.1100, 0.1429, -0.1259], [-2.8744, 0.2722, -2.3131], [4.4855, -0.7266, -0.4250], [-1.7698, 7.1823, 4.2943], [2.0837, -5.1651, 1.5158], [-0.4519, 0.0235, 0.3148], [-0.9652, -1.5937, -0.2148], [0.0260, -0.1382, 0.1420], [-0.2563, 0.2180, -0.1463], [-0.7455, -0.4962, 1.0704], [-0.9649, 0.7517, 0.3931], [0.2378, -0.1874, -0.4111], [0.9239, 0.5479, -1.1171], [1.4975, -0.9812, 1.5868], [-2.1847, -1.9300, 1.8604], [-0.6957, -0.2402, -2.3041], [0.1462, -0.1492, 0.0711], [0.0205, -0.2953, -0.2377], [-5.2471, 3.5920, -2.2928], [0.0839, -0.0507, 0.0346], [2.0243, 1.6066, 4.9116], [-0.7274, 1.2361, 0.6275], [-0.1224, 0.1720, -0.8213], [1.2532, -1.3576, 0.5496], [0.9288, -2.0850, 2.5338], [-0.3922, 0.5510, 0.0925], [-4.8534, 2.9821, -5.5193], [-0.1264, -0.1282, -0.0560], [1.2990, 2.2710, -0.7321], [-2.7467, 1.7096, -1.8776], [1.6812, 0.0115, -0.3874], [-2.0173, 1.1047, -0.4371], [-0.0354, 0.1923, 0.2061], [0.0267, -0.4889, -0.0700], [-1.7949, -2.5227, 1.2121], [-0.3854, 0.0249, 0.0146], [1.1234, -1.2231, -0.0745], [-0.0120, 0.0008, -0.5813]],
  "mulliken_charge": [-1.798, -0.666, 0.555, 0.213, 0.424, -0.328, 0.451, -0.151, -1.585, -0.376, -1.316, -0.571, -0.378, -0.239, 0.826, 1.343, 0.198, -0.296, -0.267, -1.581, -0.114, 0.494, 0.320, 0.305, -0.806, 0.186, 2.188, -0.337, -0.569, 1.847, 0.799, -0.590, -0.967, 0.589, 1.036, -1.260, -1.861, 0.392, -0.273, -0.698, -0.825, -0.935, -0.761, -1.451, 0.218, -0.467, 0.621, 0.458, -0.405, -0.970, 0.497, -0.025, 0.890, 0.569, -1.139, 1.044, 1.417, 0.380, 1.650, 0.436, -0.549, 0.445, -1.237, -0.048, -0.008, -0.618, 0.393, -0.054, -0.402, 1.299, 1.291, 0.052, -0.402, -0.937, 1.281, 0.390, 0.447, -0.020, 0.532, 0.025, 2.042, 0.431, -0.386, 0.357, -0.382, 1.059, 0.941, -0.427, -0.690, 0.067, -1.106, 2.613, 0.428, -1.631, -0.913, 0.506, 0.864, -0.952, -0.331, -1.022, 0.060, -0.950, -0.271, 0.643, -0.851, -0.658, -0.357, 0.521, 0.509, 0.493, 0.360, 0.741, 0.534, -0.465],
  "e_tot_ev": -82952.974,
  "de_lowest_ev": 45.850,
  "lumo_ha": 0.0074,
  "multiplicity": 1,
  "fmax_ev_per_a": 19.19
}

***

# 2
{
  "formula": "C6H6O2S",
  "method": "ωB97M-V with the def2-TZVPD basis set",
  "symbols": ["O", "C", "H", "H", "H", "H", "H", "C", "H", "S", "O", "C", "C", "C", "C"],
  "xyz": [[0.3507, -0.7190, 1.2489], [-2.2511, -2.4055, -0.1733], [-2.8011, -3.2060, -0.5337], [-1.4408, 0.9984, 0.8177], [1.2464, 1.8001, -0.5529], [-1.3728, 1.0882, -0.7768], [0.2373, -0.8423, -0.8399], [-0.7493, 0.8491, -0.0094], [0.4761, 2.6467, 0.8354], [1.5433, 0.4663, 1.2393], [3.0277, -0.6243, -0.9931], [-0.4162, -0.5800, 0.0399], [0.4913, 1.6334, 0.2850], [3.0987, 0.4270, -0.5349], [-1.4403, -1.5319, -0.0521]],
  "atomic_forces_ev_per_a": [[0.2382, -0.3819, 0.2599], [0.8879, 0.9092, -0.2094], [-0.9205, -0.9351, -0.0405], [0.0073, 0.0788, 0.5187], [-1.5954, 0.1235, 0.2559], [-0.9726, 0.9937, -2.9149], [-0.0989, 0.3341, 0.6468], [-0.4232, 0.7371, 2.8668], [-0.7093, -1.7427, -0.8161], [-1.8651, -0.2069, 1.4494], [0.4122, 1.0269, 0.1090], [3.0180, -0.2919, -0.9704], [3.0937, 1.9154, -0.2950], [0.6247, -1.2647, -1.3489], [-1.6969, -1.2954, 0.4888]],
  "mulliken_charge": [-0.388, -0.034, 0.484, 0.319, 0.281, 0.531, 0.139, -0.835, 0.337, 0.057, -0.225, 1.062, -0.463, 0.031, -1.296],
  "e_tot_ev": -21244.897,
  "de_lowest_ev": 3.861,
  "lumo_ha": 0.0200,
  "multiplicity": 1,
  "fmax_ev_per_a": 3.65
}

***

# 3
{
  "formula": "C4H6OS2",
  "method": "ωB97M-V with the def2-TZVPD basis set",
  "symbols": ["C", "H", "H", "C", "H", "H", "H", "S", "H", "S", "C", "O", "C"],
  "xyz": [[-2.6206, 0.0841, 0.7883], [-3.5566, 0.6166, 0.5124], [-2.7587, -0.7563, 1.4169], [0.5580, 1.4989, 0.2046], [1.2341, 1.9174, 0.9845], [-1.5291, 0.4826, -1.1449], [-2.5663, -1.0019, -1.1109], [2.3812, -0.3724, 0.1629], [-2.0442, 0.7700, 1.4408], [-0.3747, -1.2309, -0.1970], [0.8228, 0.0203, 0.0191], [-0.2243, 2.0153, -0.5618], [-1.9416, -0.3530, -0.5219]],
  "atomic_forces_ev_per_a": [[0.0795, 1.4621, -0.9136], [0.3412, -0.5466, 0.4954], [-0.7273, -1.0056, 0.4555], [-0.8378, -1.1816, -1.2764], [-0.5296, 0.5141, -0.3918], [-1.2471, -0.5708, 0.4979], [-0.1322, -0.3035, -0.1800], [0.5572, -0.1640, -0.0795], [0.0547, -0.1207, -0.8258], [0.2818, 0.1184, -0.1325], [-0.2106, -0.6214, 0.8152], [0.8483, 0.9117, 1.0540], [1.5220, 1.5079, 0.4817]],
  "mulliken_charge": [-0.972, 0.274, 0.359, -0.064, 0.340, 0.304, 0.409, -0.225, 0.291, -0.069, 0.267, -0.447, -0.468],
  "e_tot_ev": -27961.891,
  "de_lowest_ev": 1.387,
  "lumo_ha": -0.0353,
  "multiplicity": 1,
  "fmax_ev_per_a": 2.20,
  "smiles": "CCSC(=S)C=O"
}

***

# 4
{
  "formula": "C4H12",
  "method": "ωB97M-V with the def2-TZVPD basis set",
  "symbols": ["C", "H", "H", "C", "C", "H", "H", "C", "H", "H", "H", "H", "H", "H", "H", "H"],
  "xyz": [[-1.4815, -0.7793, -0.2336], [-2.2660, -1.1879, 0.4026], [2.3799, 0.3921, 0.4295], [0.6637, 1.6089, 1.0797], [-0.8201, -1.9982, -0.9271], [-2.2192, -0.2181, -0.8411], [-0.8092, -0.0203, 0.1269], [1.6910, 1.1523, 0.0576], [-1.0538, -2.1378, -1.9750], [2.3282, 1.9845, -0.2388], [0.1955, 0.7566, 1.5768], [0.2598, -1.8738, -0.7777], [1.2089, 0.7672, -0.8467], [1.1490, 2.3279, 1.7404], [-0.2513, 2.0929, 0.7163], [-0.9748, -2.8671, -0.2898]],
  "atomic_forces_ev_per_a": [[-2.0947, -0.4385, -1.4969], [0.6942, 0.2641, 1.2647], [-0.2486, -0.0680, 0.1951], [-0.4123, -0.0140, 0.2695], [1.0555, 0.9262, 1.3309], [0.7977, -0.1291, -0.7018], [-0.0146, -0.3462, 0.6177], [-0.1591, 0.1750, -0.6772], [-0.0868, -0.1854, 0.0202], [-0.0784, 0.1002, -0.1649], [0.6538, 0.0826, 0.6512], [0.0166, 0.0706, -0.6869], [0.1711, -0.0623, 0.0640], [-0.2779, -0.3403, 0.4932], [0.5302, 0.3069, -0.6623], [-0.5468, -0.3418, -0.5166]],
  "mulliken_charge": [-0.252, 0.375, 0.235, -0.998, -0.881, 0.313, -0.436, -0.751, 0.267, 0.323, 0.332, 0.290, 0.258, 0.311, 0.313, 0.302],
  "e_tot_ev": -4341.799,
  "de_lowest_ev": 0.730,
  "lumo_ha": 0.0432,
  "multiplicity": 1,
  "fmax_ev_per_a": 2.61,
  "smiles": "CC.CC"
}

***

no.,HOMO energy (eV)
1,-6.87
2,-8.38
3,-9.09
4,-11.37